No. 1
Density functional theory data (ωB97M-V with the def2-TZVPD basis set) for a cluster of 19 separate species, C4H36BO26 in total at a distorted geometry.

Last column: Mulliken charge in e.
Atoms and positions in Å:
1 O -0.228257 -1.324008 2.557736  -0.457
2 C -0.015627 -0.449998 1.671216  0.833
3 O -0.855707 -0.149368 0.720916  -0.546
4 B -0.257477 0.767072 -0.240914  0.762
5 O 1.067963 1.083432 0.315326  -0.007
6 C 1.227263 0.414862 1.481906  -0.062
7 O 2.233043 0.424042 2.114446  -0.391
8 O -1.021707 2.027862 -0.458984  -0.381
9 C -1.407987 1.975522 -1.687994  0.310
10 O -2.132857 2.758692 -2.318054  -0.522
11 C -0.769607 0.808672 -2.469564  0.836
12 O -0.087937 0.115272 -1.579584  -0.050
13 O -1.022857 0.555862 -3.669824  -0.527
14 O 0.518663 -1.802108 5.399976  -0.736
15 H 1.044063 -2.359788 4.826236  0.408
16 H 0.700853 -0.911178 5.101196  0.401
17 O -1.044877 -3.352978 0.690736  -0.666
18 H -0.726657 -3.756038 1.498516  0.288
19 H -1.360237 -2.490558 0.960916  0.416
20 O -4.321897 0.524632 -3.101584  -0.626
21 H -4.055397 1.173672 -3.752704  0.333
22 H -3.647167 -0.152738 -3.147824  0.403
23 O -1.982417 -1.643418 -5.570384  -0.585
24 H -2.211757 -2.092258 -6.384134  0.242
25 H -2.279417 -0.742898 -5.701094  0.302
26 O 1.757153 -3.375098 3.469586  -0.694
27 H 2.325283 -3.817568 2.838966  0.314
28 H 0.873003 -3.657338 3.235356  0.244
29 O 3.604533 2.667232 0.061786  -0.642
30 H 2.923893 2.962852 0.666416  0.325
31 H 4.057863 3.468712 -0.199674  0.266
32 O 0.879873 3.933122 1.275196  -0.717
33 H 0.503673 3.250722 0.719306  0.306
34 H 0.977273 3.517972 2.132166  0.357
35 O -1.999997 -2.978198 4.789336  -0.614
36 H -2.355247 -3.222278 5.643996  0.273
37 H -1.225677 -2.453348 4.992316  0.414
38 O 1.498913 1.975242 -5.142734  -0.645
39 H 2.088853 2.099002 -4.399164  0.326
40 H 0.708333 1.593842 -4.760944  0.336
41 O -3.406537 4.578652 -0.393504  -0.568
42 H -3.613927 3.713352 -0.746334  0.307
43 H -4.021907 4.696542 0.330136  0.306
44 O -3.242227 -1.512608 2.521606  -0.611
45 H -3.537007 -1.955318 3.317436  0.289
46 H -2.305277 -1.372168 2.658146  0.394
47 O 0.270863 -2.179698 -4.042834  -0.714
48 H -0.185767 -1.356728 -4.217304  0.294
49 H 1.187673 -1.927038 -3.933904  0.359
50 O -1.000317 4.804882 -3.583524  -0.536
51 H -1.705407 5.024952 -4.192324  0.326
52 H -1.412577 4.234172 -2.935024  0.444
53 O 1.004193 -2.833818 -1.471994  -0.635
54 H 0.495103 -2.068368 -1.205274  0.292
55 H 0.830423 -2.922988 -2.409054  0.382
56 O 1.904243 0.465392 5.006486  -0.729
57 H 2.768353 0.058222 5.067836  0.384
58 H 1.875403 0.835382 4.124156  0.229
59 O -2.649507 -1.882748 -2.905564  -0.676
60 H -2.517547 -1.665058 -3.828294  0.264
61 H -2.142917 -2.684048 -2.773214  0.345
62 O 4.842773 -0.089898 0.769386  -0.607
63 H 4.270483 0.660252 0.608216  0.296
64 H 4.596873 -0.727688 0.099316  0.320
65 O 4.571223 -0.224498 4.190356  -0.680
66 H 5.159303 -0.930858 3.923046  0.312
67 H 3.984273 -0.105388 3.443666  0.385

Forces on atoms 1 to 3 (eV/Å):
1.0 3.8 -3.4
-0.7 -3.5 4.1
-1.0 0.5 -1.3

## Properties
net charge: 0
spin multiplicity: 2
⟨S²⟩: 0.757
HOMO (spin up / spin down): -10.35 / -10.35 eV
total energy: -2155.16188 Ha
HOMO-LUMO gap (spin up / spin down): 6.936 / 2.419 eV
ΔE to the lowest compared entry with this formula, charge and spin: 0.000 eV
molecular weight: 511.12 g/mol

No. 2
Density functional theory data (ωB97M-V with the def2-TZVPD basis set) for a cluster of 14 separate species, C4H36N2O14S in total at a distorted geometry.

Last column: Mulliken charge in e.
Atoms and positions in Å:
1 N 2.199094 -0.457432 -0.474276  -0.148
2 C 1.151325 0.380392 0.058842  0.430
3 C 0.779924 1.566957 -0.847857  -0.297
4 S 2.043426 2.801481 -0.758987  -0.211
5 C -0.057375 -0.561423 0.186634  0.123
6 N -0.348017 -1.046726 1.426919  0.071
7 C 0.814138 -1.281004 2.316766  -0.997
8 O -0.946191 -0.596706 -0.688984  -0.589
9 H 1.989961 -0.959136 -1.324994  0.095
10 H 3.096617 -0.047829 -0.701340  0.296
11 H 1.474817 0.662782 1.051593  -0.054
12 H 0.648596 1.162476 -1.860726  0.208
13 H -0.264751 1.881500 -0.808444  -0.170
14 H 1.446591 3.824291 -0.129277  0.121
15 H -1.157108 -1.634311 1.554499  0.376
16 H 1.786438 -1.322923 1.848704  0.382
17 H 0.556755 -2.167765 2.898459  0.424
18 H 0.848170 -0.498071 3.053091  0.198
19 H -1.729389 3.578053 -1.432554  0.226
20 H -1.478762 4.437403 -0.146835  0.424
21 O -1.422310 4.430811 -1.117779  -0.633
22 H 0.645884 2.266901 4.015621  0.343
23 H -0.230625 1.136665 3.917781  0.266
24 O 0.684608 1.309365 4.152149  -0.705
25 H -2.916254 1.034181 -1.079862  0.331
26 H -3.635008 2.398695 -1.373404  0.217
27 O -3.136790 1.911517 -0.722742  -0.621
28 H 3.512402 0.220154 3.729616  0.313
29 H 2.242568 1.029486 3.394465  0.265
30 O 3.122475 0.787328 3.058231  -0.614
31 H 3.113724 -0.862365 -3.151606  0.382
32 H 3.856548 0.539308 -3.345717  0.233
33 O 3.682559 -0.185640 -2.745795  -0.606
34 H -2.943785 1.531815 3.799125  0.277
35 H -2.699271 0.448488 2.970366  0.240
36 O -2.227379 1.265840 3.197261  -0.528
37 H -3.780825 -1.737114 -0.598605  0.274
38 H -2.281764 -1.278585 -0.194285  0.465
39 O -3.089120 -1.826099 0.062569  -0.780
40 H -3.675086 0.181747 -3.376154  0.261
41 H -2.244884 -0.294463 -2.892658  0.287
42 O -3.136171 -0.053717 -2.616553  -0.631
43 H -2.067161 -3.114352 -0.131769  0.443
44 H -2.192391 -4.613052 -0.330087  0.270
45 O -1.575928 -3.974197 0.041632  -0.674
46 H -1.968943 3.247632 2.050026  0.318
47 H -2.607366 3.007983 0.713277  0.366
48 O -2.446061 3.721867 1.358593  -0.686
49 H 3.925340 -2.395538 -1.245533  0.327
50 H 2.838676 -2.560641 -0.291833  0.403
51 O 3.434941 -3.113047 -0.818433  -0.737
52 H 0.207236 -3.259353 -1.029185  0.205
53 H 1.504552 -3.453168 -1.771265  0.341
54 O 0.848257 -2.766620 -1.569854  -0.543
55 H 1.209195 -2.105724 -3.135847  0.391
56 H 0.974594 -1.060839 -4.333300  0.274
57 O 1.619286 -1.537256 -3.809691  -0.643

Forces on atoms 1 to 3 (eV/Å):
1.1 -0.8 0.1
-0.3 -1.3 -1.0
-1.2 -1.0 -0.5

## Properties
net charge: 0
HOMO: -8.67 eV
total energy: -1735.06677 Ha
HOMO-LUMO gap: 8.449 eV
ΔE to the lowest compared entry with this formula, charge and spin: 3.085 eV
molecular weight: 368.40 g/mol

No. 3
Density functional theory data (ωB97M-V with the def2-TZVPD basis set) for a cluster of 13 separate species, C4H36N3O12 in total at a distorted geometry.

Last column: Mulliken charge in e.
Atoms and positions in Å:
1 C 0.831263 -2.698553 0.043435  -0.534
2 C 1.882410 -2.394078 -1.046216  -0.448
3 C 1.395500 -1.541305 -2.207353  -0.388
4 N 1.611628 -0.099997 -1.871976  -0.108
5 C 0.828403 0.916562 -2.211804  0.733
6 N -0.353388 0.740736 -2.776224  -0.225
7 N 1.250534 2.207678 -1.924088  -0.593
8 H 0.570801 -3.749304 0.103485  0.341
9 H -0.036902 -2.085950 -0.189683  -0.015
10 H 1.194789 -2.452269 1.010549  0.109
11 H 2.672142 -1.786596 -0.558988  0.134
12 H 2.347263 -3.255749 -1.526290  0.445
13 H 1.978160 -1.724406 -3.117690  0.416
14 H 0.364962 -1.782095 -2.569737  0.058
15 H 2.418779 0.130966 -1.285678  0.140
16 H -0.515157 -0.031069 -3.438159  0.242
17 H -1.186174 1.338469 -2.872908  0.200
18 H 0.639396 2.905833 -2.323090  0.311
19 H 1.323168 2.400681 -0.926778  0.300
20 H -1.252897 -0.142156 0.866438  0.344
21 H 0.005599 0.604792 1.106218  0.309
22 O -0.928469 0.631159 1.367520  -0.656
23 H 1.422345 -1.125759 3.406353  0.393
24 H 2.917151 -1.061674 3.500756  0.277
25 O 2.222582 -1.087353 2.836724  -0.652
26 H -0.326213 -2.155200 4.614867  0.327
27 H -0.349726 -0.718551 4.497321  0.387
28 O 0.317607 -1.430544 4.642301  -0.714
29 H -3.171581 -1.486928 0.338608  0.286
30 H -2.761184 -0.885590 -1.002449  0.315
31 O -2.595712 -0.766655 -0.060067  -0.553
32 H -2.339903 2.177188 -1.524424  0.489
33 H -2.862438 3.052868 -2.773932  0.254
34 O -2.675110 2.162025 -2.471922  -0.755
35 H 1.944409 1.138241 0.617485  0.455
36 H 1.261832 2.409695 1.401258  0.231
37 O 1.307866 1.872810 0.534369  -0.760
38 H -4.297136 -0.880343 -2.724244  0.286
39 H -3.515580 0.346525 -2.766264  0.330
40 O -3.363866 -0.624984 -2.693698  -0.730
41 H 3.832144 0.997720 1.271399  0.286
42 H 2.907183 -0.158110 1.725967  0.407
43 O 3.397617 0.204995 0.947901  -0.690
44 H 1.319163 2.097217 4.072019  0.304
45 H 2.835778 1.783222 3.975520  0.283
46 O 2.080351 2.131468 3.489071  -0.587
47 H -1.437535 -2.076463 -3.801608  0.303
48 H -2.248837 -0.891982 -4.172920  0.467
49 O -1.441774 -1.365844 -4.452362  -0.752
50 H -1.133208 0.991070 3.320134  0.357
51 H -2.016302 0.754509 4.520119  0.301
52 O -1.091912 0.708769 4.242322  -0.680
53 H -1.692598 1.523058 0.394701  0.417
54 H -3.185474 2.005675 0.374276  0.320
55 O -2.301749 2.225596 0.069424  -0.718

Forces on atoms 1 to 3 (eV/Å):
0.1 -0.1 -1.2
0.4 0.5 0.2
-0.1 0.6 -0.6

## Properties
net charge: +1
HOMO: -12.95 eV
total energy: -1240.99439 Ha
HOMO-LUMO gap: 10.451 eV
ΔE to the lowest compared entry with this formula, charge and spin: 0.495 eV
molecular weight: 318.34 g/mol

No. 4
Density functional theory data (ωB97M-V with the def2-TZVPD basis set) for a cluster of 14 separate species, C4H37N2O15 in total at a distorted geometry.

Last column: Mulliken charge in e.
Atoms and positions in Å:
1 C 0.271086 -2.210065 2.739972  -0.713
2 N -0.305807 -2.767552 1.479321  -0.186
3 C -1.729954 -3.186181 1.407101  -0.145
4 O -2.472735 -2.923282 2.605574  -0.639
5 C 1.239407 -1.130682 2.397974  -0.635
6 N 0.493507 0.085892 1.941750  0.866
7 C 0.951345 1.383761 2.550721  -0.668
8 O 1.362750 2.230644 1.467189  -0.498
9 H -0.676793 -1.987066 3.415260  0.317
10 H 0.713922 -3.113906 3.187072  0.274
11 H -0.125714 -2.232454 0.625481  0.069
12 H -2.351396 -2.820343 0.605840  0.174
13 H -1.607431 -4.284743 1.367149  0.274
14 H -2.520387 -1.988280 2.914099  0.425
15 H 1.845563 -1.539569 1.548056  0.240
16 H 2.025132 -0.759360 3.100526  0.412
17 H 0.345513 0.149124 0.950404  -0.551
18 H 1.643175 1.320277 3.375164  0.415
19 H -0.061016 1.815873 2.688036  0.272
20 H 1.884705 -2.766573 -2.652876  0.391
21 H 0.945564 -3.025128 -3.759788  0.289
22 O 1.548687 -3.525809 -3.167336  -0.675
23 H -3.041754 1.837350 1.222705  0.392
24 H -4.269500 1.299745 1.718452  0.355
25 O -3.569987 1.901001 2.044358  -0.722
26 H -0.446598 0.589901 -2.592015  0.089
27 H 0.888546 0.681701 -1.656017  0.043
28 O -0.007400 0.377385 -1.775864  0.029
29 H 1.678358 2.762048 -0.893470  0.432
30 H 1.608614 3.721492 -2.065990  0.322
31 O 0.968893 3.469550 -1.399494  -0.848
32 H -2.626527 0.261415 -3.713943  0.289
33 H -2.443042 1.255534 -2.470382  0.304
34 O -3.033755 0.676319 -2.953645  -0.657
35 H 2.160428 1.890060 0.912904  0.382
36 H 3.281711 3.148472 -0.204142  0.154
37 O 2.867520 2.324917 -0.449346  -1.021
38 H -1.130692 3.683649 -0.691707  0.257
39 H -0.435235 3.169660 0.484041  0.346
40 O -1.344127 3.180311 0.122556  -0.584
41 H -1.179643 -3.900301 -2.163209  0.235
42 H -2.343019 -3.193831 -1.976282  0.307
43 O -1.448817 -3.235120 -1.504691  -0.506
44 H 2.344879 -0.675487 -1.747163  0.239
45 H 3.629389 -1.034992 -2.325252  0.341
46 O 2.706364 -0.976108 -2.588052  -0.658
47 H 3.626372 1.050533 -1.401170  0.487
48 H 4.849437 0.669700 -0.508486  0.290
49 O 4.517806 0.528518 -1.451051  -0.720
50 H 1.511300 2.287139 -2.824203  0.217
51 H 1.618825 1.399739 -4.187398  0.250
52 O 1.034614 1.806627 -3.542799  -0.603
53 H -1.425163 -0.244850 3.007294  0.352
54 H -2.562976 0.604632 2.704850  0.398
55 O -2.375786 -0.226999 3.204360  -0.880
56 H -1.516020 0.903571 0.684002  0.164
57 H -1.337766 0.256396 -0.555104  0.310
58 O -2.073154 0.489784 0.018043  -0.493

Forces on atoms 1 to 3 (eV/Å):
-2.9 -2.0 0.7
-0.3 1.2 -1.3
0.3 -0.7 2.5

## Properties
net charge: -1
HOMO: -5.56 eV
total energy: -1412.65621 Ha
HOMO-LUMO gap: 7.937 eV
ΔE to the lowest compared entry with this formula, charge and spin: 5.702 eV
molecular weight: 353.34 g/mol